ORCA calculation (the ωB97M-V functional and the def2-TZVPD basis) on a structure of composition C13H22CoN5O3S2.

```
46
Properties=species:S:1:pos:R:3:mulliken_spin:R:1
Co 0.42340 0.80141 -0.01309 3.077
N 4.24998 -0.37451 1.08928 0.002
C 3.00466 0.05811 1.02871 0.006
O 2.54402 0.58856 -0.01146 0.062
C 2.10175 -0.08338 2.22644 -0.035
C 0.95967 0.88246 2.11514 0.630
H 4.84120 -0.32494 0.27298 -0.001
H 4.62882 -0.77959 1.93035 0.002
H 2.66112 0.09243 3.15356 0.047
H 1.74942 -1.11832 2.26795 0.015
H 1.20566 1.94417 2.08553 0.031
H 0.06920 0.66578 2.69210 0.004
N 2.66678 3.36534 -0.87391 0.003
C 1.35047 3.46578 -1.08431 0.012
N 0.81142 4.65903 -1.34180 0.006
O 0.59963 2.44923 -1.05956 0.050
H 3.28191 4.15677 -0.95318 0.000
H 3.05540 2.44267 -0.76706 0.000
H 1.35917 5.49236 -1.47102 0.000
H -0.17410 4.69450 -1.53557 0.000
C -3.88479 2.10191 -0.18956 0.004
S -2.97958 0.64259 0.23742 0.011
C -3.31243 -0.36073 -1.18343 0.002
O -1.51837 1.06465 0.09045 0.020
H -3.56967 2.45698 -1.16944 -0.001
H -3.68244 2.83749 0.58571 0.000
H -4.94574 1.85118 -0.18403 0.002
H -4.38173 -0.57214 -1.20660 0.001
H -2.76174 -1.28998 -1.05289 0.000
H -2.99345 0.17152 -2.07883 0.000
N 1.53271 -0.94117 -2.59590 0.004
C 0.77602 -1.63986 -1.73861 0.013
N 0.27085 -1.13651 -0.63101 -0.003
C -0.47023 -2.12072 0.06456 0.007
C -1.10052 -1.96731 1.29499 0.009
C -1.80596 -3.03993 1.81787 0.003
C -1.88073 -4.25569 1.13808 0.000
C -1.23756 -4.42504 -0.07530 0.000
C -0.53392 -3.34594 -0.59266 0.000
S 0.38277 -3.28889 -2.07456 0.008
H 1.89998 -0.03761 -2.34608 0.006
H 1.88051 -1.36713 -3.43767 -0.001
H -1.05522 -1.03285 1.83528 0.002
H -2.30446 -2.93347 2.77163 0.000
H -2.43671 -5.07774 1.56612 0.000
H -1.27714 -5.37149 -0.59663 0.000
```

Summary:
Total charge: +2
2S+1: 5
⟨S²⟩: 6.0094
Energy relative to the best compared isomer or geometry (same formula, charge and spin): 9.35 kcal per mole
E_LUMO (alpha / beta): -4.64 / -7.25 eV

ORCA calculation (the ωB97M-V functional and the def2-TZVPD basis) on a cluster of 3 separate species, C13H22F2N3O6 in total.

```
46
Properties=species:S:1:pos:R:3:nbo_charge:R:1
C -2.54439 -1.51111 1.33758 -0.613
C -2.31539 -2.15033 -0.03914 -0.416
C -1.86632 -1.09570 -1.04955 -0.030
C -2.98987 -0.18035 -1.50815 -0.623
N -1.14620 -1.67473 -2.22575 -0.367
C 0.21665 -1.22432 -2.57224 -0.223
C 0.86057 -2.46348 -3.22648 -0.241
N -0.17264 -3.53534 -3.16983 -0.598
C -1.31762 -2.89619 -2.70233 0.690
N -2.49328 -3.49349 -2.77860 -0.733
H -3.31934 -2.03826 1.88842 0.233
H -1.64122 -1.55753 1.94456 0.217
H -2.83973 -0.46509 1.26600 0.225
H -3.22794 -2.63970 -0.37678 0.200
H -1.55765 -2.93387 0.04835 0.204
H -1.09915 -0.48373 -0.57350 0.226
H -3.85130 -0.74728 -1.87060 0.198
H -3.30730 0.46434 -0.69209 0.250
H -2.64266 0.45970 -2.31786 0.229
H 0.72313 -0.83018 -1.69405 0.221
H 0.14188 -0.43142 -3.31305 0.225
H 1.07986 -2.25082 -4.26832 0.224
H 1.77598 -2.80239 -2.75289 0.227
H 0.07907 -4.21644 -2.45513 0.404
H -3.34780 -2.97942 -2.64453 0.430
H -2.55039 -4.47246 -3.00829 0.434
C 0.55644 2.65411 0.91835 -0.136
C -0.61677 2.66743 -0.04312 0.443
O -1.62784 2.01016 0.68869 -0.521
C -1.34491 2.12828 2.02762 0.970
O -2.09833 1.83061 2.88809 -0.543
O -0.10425 2.62552 2.18805 -0.477
F -0.37250 1.94781 -1.17777 -0.347
H 1.14044 1.74024 0.80357 0.200
H 1.21135 3.51649 0.84516 0.244
H -0.96558 3.65960 -0.33027 0.168
C 4.07944 1.38671 3.12166 -0.131
C 4.87930 2.49335 3.79100 0.447
O 4.99476 3.45486 2.75410 -0.480
C 3.97384 3.28555 1.88801 0.975
O 3.64923 4.04311 1.03517 -0.567
O 3.33832 2.11064 2.13520 -0.508
F 6.10993 2.08551 4.15865 -0.314
H 4.75774 0.68881 2.62829 0.205
H 3.40195 0.86046 3.78643 0.214
H 4.39050 2.96036 4.64739 0.163
```

Summary:
Total charge: +1
E_LUMO: -2.74 eV

ORCA calculation (the ωB97M-V functional and the def2-TZVPD basis) on a cluster of 3 separate species, C13H22F2NO6Si in total in a non-equilibrium geometry.

```
45
Properties=species:S:1:pos:R:3:nbo_charge:R:1
C -1.39109 -1.54022 4.29782 -1.132
Si -1.67148 -0.21236 2.97609 1.714
C -2.31317 1.43628 3.71534 -1.117
C -2.98589 -0.71261 1.66859 -1.097
N -0.16131 0.13822 1.98516 -0.589
C 0.52778 -0.77434 1.37152 0.286
C 1.66112 0.00174 0.62273 -0.484
C 1.80195 1.36209 1.38968 -0.403
C 0.29857 1.54012 1.84152 -0.246
H -0.30197 -1.62765 4.52558 0.249
H -1.75191 -2.54294 3.99073 0.267
H -1.87647 -1.21599 5.24268 0.275
H -3.38309 1.37342 3.99631 0.274
H -1.69602 1.71498 4.60257 0.246
H -2.19247 2.28549 3.00196 0.244
H -4.01835 -0.54255 2.01879 0.271
H -2.75387 -0.08222 0.78282 0.250
H -2.77509 -1.76230 1.37204 0.242
H 0.32332 -1.85748 1.35354 0.258
H 1.11793 0.31860 -0.30846 0.253
H 2.56631 -0.55268 0.32345 0.264
H 2.06802 2.22570 0.75253 0.249
H 2.48407 1.23799 2.25256 0.231
H 0.36251 1.89386 2.88924 0.239
H -0.36747 2.18224 1.23967 0.250
C -1.54079 -0.76429 -2.10829 -0.130
C -2.03551 -0.70659 -3.52565 0.446
O -3.24303 -1.44500 -3.46480 -0.476
C -3.71941 -1.29297 -2.20013 0.962
O -4.82462 -1.54484 -1.86438 -0.536
O -2.75970 -0.80455 -1.36343 -0.511
F -1.18361 -1.32946 -4.37136 -0.314
H -0.95938 -1.66691 -1.90578 0.205
H -0.94381 0.10618 -1.83857 0.198
H -2.24139 0.30246 -3.89129 0.159
C 4.27781 1.42128 -3.04292 -0.132
C 4.78185 0.06521 -3.44257 0.441
O 3.78116 -0.80232 -2.92870 -0.482
C 2.62682 -0.09054 -2.93170 0.971
O 1.54408 -0.57045 -2.82120 -0.591
O 2.85970 1.23654 -3.08228 -0.481
F 5.95955 -0.21969 -2.84147 -0.314
H 4.58127 1.69605 -2.03007 0.201
H 4.59192 2.20547 -3.72919 0.223
H 4.87518 -0.08299 -4.52067 0.170
```

Summary:
Total charge: +1
E_LUMO: -4.17 eV

ORCA calculation (the ωB97M-V functional and the def2-TZVPD basis) on a cluster of 2 separate species, C13H22N2O7P3S in total in a non-equilibrium geometry.

```
48
Properties=species:S:1:pos:R:3:nbo_charge:R:1
C 5.04768 -1.68317 -2.11447 -0.605
C 4.03679 -2.37473 -1.15041 -0.393
C 2.94996 -3.09270 -1.94641 -0.423
C 1.77504 -3.71619 -1.08327 -0.030
C 1.89259 -3.44464 0.41436 -0.627
N 0.45500 -3.49513 -1.67958 -0.647
C -0.40960 -2.43031 -1.18604 -0.487
P 0.32425 -0.69093 -1.10600 0.171
P -0.11019 0.26817 0.80057 2.081
O 0.16789 1.70512 0.58443 -1.161
O 0.84441 -0.20832 2.02864 -0.991
O -1.63606 0.08968 1.23986 -0.953
P -1.68058 -2.28695 -2.58246 0.886
S -0.93546 -1.42800 -4.17827 -0.686
C -1.30495 -2.80861 0.02358 0.729
O -0.93756 -2.63977 1.20252 -0.735
O -2.39550 -3.32704 -0.30779 -0.753
H 4.65274 -0.69721 -2.35596 0.208
H 6.04523 -1.63109 -1.67645 0.199
H 5.11496 -2.32107 -2.99979 0.197
H 3.66540 -1.59750 -0.47798 0.194
H 4.58723 -3.07908 -0.52090 0.193
H 2.49226 -2.43094 -2.69218 0.207
H 3.45603 -3.89904 -2.48687 0.198
H 1.96067 -4.79563 -1.17162 0.182
H 2.85016 -3.79259 0.81371 0.198
H 1.79465 -2.40347 0.70667 0.215
H 1.14804 -4.06759 0.91054 0.246
H 0.56639 -3.40144 -2.68482 0.371
H 1.73678 -0.75355 -1.05341 0.005
H 1.76354 -0.02249 1.81539 0.500
H -1.68672 0.42951 2.14495 0.501
H -2.07046 -3.61441 -2.81672 0.010
H -2.78557 -1.62757 -2.02086 0.006
C -1.93163 3.93439 2.91510 -0.183
C -1.71702 4.17697 1.56567 -0.201
C -2.57223 5.01874 0.87088 -0.208
C -3.62927 5.60949 1.54220 0.077
C -3.85843 5.37022 2.88573 -0.223
C -3.00274 4.52622 3.57337 -0.216
N -4.52384 6.52170 0.81673 0.521
O -4.31349 6.70171 -0.36470 -0.377
O -5.42346 7.04984 1.44229 -0.393
H -1.25876 3.28049 3.45607 0.219
H -0.88184 3.70827 1.05930 0.274
H -2.40525 5.20668 -0.17939 0.248
H -4.68886 5.83221 3.39898 0.241
H -3.16820 4.33178 4.62479 0.214
```

Summary:
Total charge: -1
E_LUMO: 1.43 eV

Question: Which formula does entry 3 have?
Answer: C13H22F2NO6Si

Question: The lowest total charge belongs to which entry?
Answer: C13H22N2O7P3S

Question: What is the formula in the third record?
Answer: C13H22F2NO6Si